1.
DFT (wB97M-V/def2-TZVPD) results for a cluster of 2 separate species, C6H10O in total.

The geometry in XYZ format:
```
17
Properties=species:S:1:pos:R:3:mulliken_charge:R:1
O 1.046 -1.376 1.558 -0.524
C 1.359 -1.084 0.428 -0.205
C 1.442 0.324 -0.110 -0.499
C 0.429 1.279 0.538 -0.490
C -0.891 1.310 -0.181 -0.055
C -0.515 -2.027 -1.084 -0.434
C -2.077 1.082 0.373 -0.796
H 1.706 -1.881 -0.279 0.498
H 2.469 0.661 0.094 0.364
H 1.325 0.288 -1.198 0.299
H 0.851 2.292 0.539 0.275
H 0.286 0.985 1.583 0.307
H -0.842 1.562 -1.243 0.274
H -0.450 -2.724 -1.949 0.243
H -0.970 -2.659 -0.290 0.225
H -2.995 1.149 -0.204 0.266
H -2.173 0.818 1.425 0.253
```

Total energy in hartree: -309.64404
E_LUMO (alpha / beta) in eV: -1.19 / -1.13

2.
DFT (wB97M-V/def2-TZVPD) results for the molecule C6H10O at a distorted geometry.

The geometry in XYZ format:
```
17
Properties=species:S:1:pos:R:3:mulliken_charge:R:1
C 0.088 -1.484 2.531 -0.769
C 1.065 -0.650 2.199 -0.135
C 1.231 0.122 0.915 -0.565
C -0.139 0.515 0.276 -0.827
C -0.581 -0.254 -0.949 -0.404
C -1.038 0.813 -1.977 -0.088
O -0.603 0.813 -3.097 -0.485
H -0.838 -1.587 1.995 0.208
H 0.118 -2.102 3.421 0.255
H 1.879 -0.539 2.915 0.298
H 1.850 -0.328 0.127 0.348
H 1.807 1.024 1.001 0.368
H -0.833 0.429 1.131 0.405
H -0.128 1.604 0.130 0.398
H -1.330 -1.054 -0.812 0.369
H 0.244 -0.749 -1.481 0.222
H -1.672 1.616 -1.598 0.404
```

Total energy in hartree: -309.79535
SMILES: C=CCCCC=O
E_LUMO in eV: 1.07

3.
DFT (wB97M-V/def2-TZVPD) results for the molecule C6H10O at a distorted geometry.

The geometry in XYZ format:
```
17
Properties=species:S:1:pos:R:3:mulliken_charge:R:1
C -1.842 -0.615 -0.314 -1.187
C -0.887 0.085 0.653 0.094
C 0.377 -0.746 0.954 -0.770
C 1.207 0.240 0.168 0.538
O 2.532 0.456 0.515 -0.523
C 0.650 0.624 -1.211 -0.763
C 0.126 1.265 0.030 -0.393
H -2.885 -0.295 -0.236 0.315
H -1.797 -1.711 -0.298 0.313
H -1.450 -0.392 -1.334 0.254
H -1.378 0.530 1.516 0.489
H 0.391 -1.786 0.608 0.354
H 0.663 -0.727 2.009 0.244
H 2.993 -0.378 0.348 0.362
H 1.307 1.077 -1.946 0.329
H -0.122 0.039 -1.739 -0.019
H 0.114 2.335 0.276 0.363
```

Total energy in hartree: -309.76311
SMILES: C[C@H]1C[C@@]2(O)C[C@@H]12
E_LUMO in eV: 0.99

4.
DFT (wB97M-V/def2-TZVPD) results for the molecule C6H10O at a distorted geometry.

The geometry in XYZ format:
```
17
Properties=species:S:1:pos:R:3:mulliken_charge:R:1
C -2.085 0.290 -0.127 -1.235
C -0.613 -0.156 0.105 0.269
C 0.308 0.062 -1.151 -0.395
C 1.251 -0.028 0.027 0.111
O 2.638 0.074 0.018 -0.573
C 0.420 -1.251 0.592 -0.504
C 0.289 0.841 0.856 -0.537
H -2.571 0.032 -1.088 0.308
H -2.811 0.095 0.668 0.323
H -1.967 1.385 -0.199 0.278
H 0.176 1.048 -1.607 0.256
H 0.424 -0.719 -1.918 0.287
H 2.941 -0.659 -0.548 0.335
H 0.603 -1.314 1.674 0.256
H 0.499 -2.262 0.153 0.304
H 0.492 0.687 1.922 0.254
H 0.005 1.876 0.624 0.262
```

Total energy in hartree: -309.75437
E_LUMO in eV: 0.83

5.
DFT (wB97M-V/def2-TZVPD) results for a cluster of 2 separate species, C6H10O in total at a distorted geometry.

The geometry in XYZ format:
```
17
Properties=species:S:1:pos:R:3:mulliken_charge:R:1
C 1.004 -0.574 -1.662 -0.787
C 0.504 0.426 -0.917 -0.243
C -0.670 0.354 -0.036 0.903
C -1.090 1.523 0.532 -0.904
C -1.677 -0.747 -0.298 -1.354
H 1.913 -0.430 -2.238 0.267
H 0.635 -1.592 -1.601 0.202
H 0.970 1.411 -1.035 0.265
H -0.470 2.413 0.522 0.264
H -1.977 1.561 1.157 0.280
H -2.521 -0.688 0.397 0.398
H -2.100 -0.653 -1.303 0.336
H -1.214 -1.733 -0.203 0.314
C 1.704 -0.319 1.690 0.099
O 2.453 -1.273 1.725 -0.450
H 0.486 -0.410 1.628 0.154
H 2.049 0.731 1.643 0.256
```

Total energy in hartree: -309.76076
SMILES: C=CC(=C)C.C=O
E_LUMO in eV: 0.34

6.
DFT (wB97M-V/def2-TZVPD) results for the molecule C6H10O at a distorted geometry.

The geometry in XYZ format:
```
17
Properties=species:S:1:pos:R:3:mulliken_charge:R:1
C 0.613 -1.542 -1.561 -0.814
C 1.380 -0.455 -1.480 0.136
C 1.357 0.745 -0.652 -0.421
C 0.330 1.231 0.037 0.091
C -1.046 0.653 0.218 -0.845
C -1.099 -0.393 1.342 -0.425
O -0.303 0.034 2.445 -0.522
H 0.677 -2.350 -2.287 0.256
H -0.245 -1.655 -0.922 0.070
H 2.165 -0.365 -2.211 0.261
H 2.286 1.318 -0.708 0.303
H 0.537 2.176 0.527 0.286
H -1.444 0.219 -0.707 0.398
H -1.711 1.488 0.482 0.314
H -2.125 -0.609 1.677 0.323
H -0.694 -1.374 1.082 0.274
H -0.677 0.881 2.718 0.315
```

Total energy in hartree: -309.79098
SMILES: C=C/C=C\CCO
E_LUMO in eV: 0.85

7.
DFT (wB97M-V/def2-TZVPD) results for the molecule C6H10O at a distorted geometry.

The geometry in XYZ format:
```
17
Properties=species:S:1:pos:R:3:mulliken_charge:R:1
C 2.577 -0.514 0.308 -1.240
C 1.494 0.398 -0.140 1.089
C 0.300 0.256 0.596 -0.670
C -0.972 0.157 0.063 0.007
C -2.061 -0.721 0.654 -0.346
O -3.205 -0.647 -0.011 -0.739
C 1.514 1.271 -1.344 -1.347
H 2.423 -0.744 1.370 0.390
H 3.560 -0.023 0.252 0.327
H 2.638 -1.537 -0.063 0.325
H 0.416 -0.475 1.407 0.261
H -1.310 0.856 -0.709 0.356
H -2.046 -0.269 1.693 0.221
H -1.739 -1.774 0.543 0.264
H 0.966 2.194 -1.140 0.376
H 2.531 1.620 -1.590 0.401
H 1.253 0.792 -2.286 0.325
```

Total energy in hartree: -309.66259
E_LUMO in eV: -1.74

8.
DFT (wB97M-V/def2-TZVPD) results for a cluster of 2 separate species, C6H10O in total.

The geometry in XYZ format:
```
17
Properties=species:S:1:pos:R:3:mulliken_charge:R:1
C -0.219 1.500 -0.466 -0.137
C -1.268 0.728 -0.168 -0.666
C -1.177 -0.770 -0.108 -0.583
C 0.103 -1.352 -0.716 -0.512
C 1.281 -0.425 -0.598 -0.588
C 1.117 0.903 -0.599 -0.239
H -0.327 2.576 -0.560 0.321
H -2.243 1.167 0.020 0.350
H -1.265 -1.087 0.933 0.349
H -2.041 -1.179 -0.637 0.391
H 0.309 -2.328 -0.267 0.286
H -0.047 -1.535 -1.790 0.296
H 2.278 -0.852 -0.621 0.360
H 1.974 1.564 -0.651 0.347
O 0.482 0.145 2.420 -0.667
H 1.203 0.192 1.777 0.360
H -0.159 0.753 2.032 0.331
```

Total energy in hartree: -309.82342
SMILES: C1=CCCC=C1.O
E_LUMO in eV: 0.79